Molecular formula: C42H34As2N4O7STi
Method: DFT, ωB97M-V/def2-TZVPD

Computed properties:
Gap between HOMO and LUMO (spin up / spin down) ... 6.033 / 6.036 eV
Molar mass ... 936.533 u
Max |F| ... 1.805 eV/Å
HOMO (spin up / spin down) ... -7.429 / -7.427 eV
LUMO level (spin up / spin down) ... -0.051 / -0.051 Eh
Energy relative to the best compared isomer or geometry (same formula, charge and spin) ... 40.73 kJ/mol

Atoms and positions in Å:
Ti (-0.123, -0.179, 0.513)
O (3.509, 1.425, 1.142)
C (2.416, 0.681, 1.201)
O (1.355, 1.021, 0.517)
C (2.318, -0.491, 1.915)
C (3.207, -1.175, 2.800)
C (2.822, -2.359, 3.325)
C (1.546, -2.964, 2.975)
C (0.736, -2.323, 2.142)
N (1.087, -1.079, 1.631)
C (-0.574, -2.763, 1.539)
O (-1.143, -3.774, 1.811)
O (-0.981, -1.852, 0.622)
H (3.317, 2.211, 0.613)
H (4.163, -0.729, 3.043)
H (3.479, -2.875, 4.011)
H (1.254, -3.933, 3.363)
C (-0.972, 1.685, -1.618)
C (-0.819, 0.552, -2.656)
As (0.429, -0.809, -1.940)
C (2.184, -0.425, -2.616)
C (3.233, -0.881, -1.823)
C (4.549, -0.676, -2.224)
C (4.809, -0.024, -3.422)
C (3.760, 0.433, -4.212)
C (2.448, 0.239, -3.806)
C (-0.148, -2.309, -3.001)
C (-1.227, -3.055, -2.522)
C (-1.733, -4.102, -3.282)
C (-1.163, -4.402, -4.513)
C (-0.084, -3.662, -4.980)
C (0.428, -2.616, -4.225)
As (0.620, 2.914, -1.720)
C (0.155, 4.174, -0.296)
C (0.599, 5.491, -0.413)
C (0.265, 6.432, 0.556)
C (-0.504, 6.067, 1.658)
C (-0.929, 4.753, 1.799)
C (-0.598, 3.817, 0.821)
C (-0.154, 3.924, -3.215)
C (0.451, 3.827, -4.465)
C (-0.108, 4.449, -5.578)
C (-1.278, 5.181, -5.445)
C (-1.888, 5.292, -4.196)
C (-1.331, 4.665, -3.089)
H (-1.093, 1.233, -0.617)
H (-1.852, 2.290, -1.786)
H (-0.518, 0.944, -3.622)
H (-1.750, 0.017, -2.793)
H (3.023, -1.396, -0.895)
H (5.367, -1.018, -1.599)
H (5.834, 0.127, -3.742)
H (3.966, 0.945, -5.144)
H (1.633, 0.608, -4.415)
H (-1.651, -2.833, -1.553)
H (-2.566, -4.686, -2.908)
H (-1.554, -5.222, -5.105)
H (0.364, -3.902, -5.938)
H (1.276, -2.050, -4.584)
H (1.188, 5.786, -1.272)
H (0.596, 7.459, 0.441)
H (-0.781, 6.791, 2.417)
H (-1.517, 4.481, 2.673)
H (-0.929, 2.800, 0.939)
H (1.373, 3.266, -4.569)
H (0.371, 4.360, -6.547)
H (-1.713, 5.673, -6.307)
H (-2.800, 5.870, -4.086)
H (-1.813, 4.767, -2.122)
O (-1.019, 4.545, 5.862)
S (-1.570, 5.843, 5.503)
O (-1.648, 6.045, 4.062)
O (-3.594, 5.602, 5.948)
C (-4.248, 4.632, 5.409)
N (-5.603, 4.566, 5.582)
C (-6.227, 3.565, 4.987)
C (-5.593, 2.595, 4.200)
C (-4.224, 2.748, 4.106)
N (-3.569, 3.728, 4.679)
C (-3.300, 1.876, 3.334)
C (-3.672, 1.132, 2.218)
C (-2.698, 0.495, 1.491)
N (-1.399, 0.528, 1.849)
C (-1.051, 1.186, 2.970)
C (-1.964, 1.874, 3.723)
H (-7.305, 3.529, 5.130)
H (-6.140, 1.777, 3.745)
H (-4.701, 1.103, 1.881)
H (-2.943, -0.068, 0.605)
H (-0.005, 1.162, 3.238)
H (-1.665, 2.457, 4.594)